{"formula": "C38H58BClN3O17", "method": "ωB97M-V/def2-TZVPD", "species": ["C", "C", "N", "N", "C", "C", "B", "O", "O", "C", "C", "C", "O", "O", "C", "C", "C", "N", "C", "C", "C", "C", "O", "Cl", "H", "H", "H", "H", "H", "H", "H", "H", "H", "H", "H", "H", "H", "H", "H", "H", "H", "H", "H", "H", "H", "H", "O", "C", "O", "C", "C", "C", "H", "H", "H", "H", "H", "H", "O", "C", "O", "C", "C", "C", "H", "H", "H", "H", "H", "H", "O", "C", "O", "C", "C", "C", "H", "H", "H", "H", "H", "H", "O", "C", "O", "C", "C", "C", "H", "H", "H", "H", "H", "H", "O", "C", "O", "C", "C", "C", "H", "H", "H", "H", "H", "H", "O", "C", "O", "C", "C", "C", "H", "H", "H", "H", "H", "H"], "coordinates": [[4.7757, -3.4600, 0.7592], [4.9391, -3.1453, -0.7377], [3.8134, -3.5770, -1.6099], [2.5705, -3.5214, -0.9882], [2.0209, -2.3072, -0.9159], [0.8120, -2.0711, -0.3279], [0.1944, -0.5872, -0.3112], [-0.0574, 0.0121, -1.5387], [-0.0249, 0.0589, 0.8393], [-1.0553, 1.1005, 0.7101], [0.1501, -3.1645, 0.2458], [-1.1755, -3.1116, 0.9681], [-1.6618, -2.1481, 1.4926], [-1.8009, -4.3317, 1.0294], [-3.1658, -4.2684, 0.5610], [-3.5678, -5.7219, 0.2263], [-4.9855, -5.8240, -0.3503], [-5.0400, -5.0057, -1.5892], [0.7448, -4.4165, 0.1457], [1.9495, -4.5965, -0.4853], [2.5737, -5.9783, -0.6090], [1.9105, -7.0000, 0.3117], [1.1886, -7.8385, -0.1382], [2.1914, -6.9093, 2.0593], [5.6315, -3.0316, 1.2885], [4.6979, -4.5327, 0.9768], [3.8829, -2.9714, 1.1754], [5.0198, -2.0556, -0.8318], [5.8698, -3.5487, -1.1434], [3.9715, -4.4684, -2.0589], [2.5795, -1.4822, -1.3482], [0.5598, -0.3890, -2.1627], [-1.9599, 0.6364, 0.3219], [-1.2247, 1.5378, 1.7003], [-0.7003, 1.9126, 0.0691], [-3.2867, -3.6588, -0.3405], [-3.8115, -3.9202, 1.3759], [-3.4564, -6.3315, 1.1328], [-2.8061, -6.0801, -0.4863], [-5.6901, -5.4050, 0.3788], [-5.2023, -6.8845, -0.5256], [-5.6529, -5.4706, -2.2474], [-4.0972, -4.9723, -1.9610], [0.2079, -5.2625, 0.5649], [2.5196, -6.3117, -1.6509], [3.6323, -5.8631, -0.3383], [4.1313, 5.7713, -1.6147], [3.2116, 5.0316, -1.7904], [3.3618, 3.6977, -2.0151], [2.0845, 3.1041, -2.2960], [1.0599, 4.0488, -1.6893], [1.7436, 5.4031, -1.8456], [1.9744, 3.0117, -3.3797], [2.0404, 2.1113, -1.8503], [0.0831, 3.9870, -2.1657], [0.9301, 3.8240, -0.6289], [1.5318, 5.8593, -2.8137], [1.4861, 6.0851, -1.0404], [-3.2753, 1.4849, -1.4531], [-4.1150, 0.6996, -1.7844], [-4.5364, 0.5536, -3.0635], [-5.6251, -0.3907, -3.1156], [-5.4844, -1.2307, -1.8583], [-4.8883, -0.2318, -0.8719], [-6.5647, 0.1658, -3.1415], [-5.5431, -0.9873, -4.0229], [-6.4221, -1.6730, -1.5294], [-4.7762, -2.0422, -2.0323], [-5.6579, 0.3420, -0.3536], [-4.2254, -0.7113, -0.1544], [-4.4649, -1.5352, -6.5598], [-4.0280, -0.5325, -7.0482], [-3.8760, -0.3595, -8.3822], [-3.2271, 0.8988, -8.6411], [-3.4851, 1.7417, -7.4030], [-3.5290, 0.6866, -6.3040], [-2.1629, 0.7129, -8.8042], [-3.6472, 1.3435, -9.5404], [-2.7366, 2.5161, -7.2445], [-4.4586, 2.2285, -7.4826], [-2.5368, 0.4739, -5.9026], [-4.2107, 0.9587, -5.5042], [-1.4898, 3.2738, 2.6448], [-1.7970, 3.0046, 3.7737], [-2.6584, 2.0088, 4.0840], [-2.9069, 2.0045, 5.5055], [-1.7145, 2.7169, 6.1148], [-1.3435, 3.7155, 5.0320], [-3.8464, 2.5282, 5.6947], [-3.0015, 0.9788, 5.8548], [-1.9334, 3.1729, 7.0769], [-0.8944, 2.0102, 6.2570], [-1.8991, 4.6493, 5.1322], [-0.2743, 3.9075, 5.0088], [-1.2793, 4.0618, 9.5101], [-0.8375, 5.0843, 9.0772], [-0.6687, 5.3122, 7.7480], [-0.0189, 6.5823, 7.5514], [-0.2940, 7.3719, 8.8207], [-0.3492, 6.2733, 9.8765], [1.0474, 6.4055, 7.3939], [-0.4303, 7.0664, 6.6679], [0.4518, 8.1394, 9.0190], [-1.2673, 7.8604, 8.7493], [0.6378, 6.0445, 10.2811], [-1.0418, 6.5118, 10.6787], [7.2453, -2.3559, -3.0057], [7.6511, -1.3326, -2.5309], [7.2522, -0.8545, -1.3202], [7.8383, 0.4465, -1.0968], [9.0584, 0.4945, -1.9993], [8.6208, -0.3678, -3.1769], [7.0992, 1.2081, -1.3539], [8.0989, 0.5494, -0.0459], [9.3477, 1.5063, -2.2754], [9.9084, 0.0272, -1.4990], [8.0886, 0.2130, -3.9319], [9.4543, -0.9006, -3.6259]], "forces_ev_per_a": [[-0.1889, 0.0138, -0.2692], [-0.1298, 0.6359, 0.6803], [0.7007, -0.1484, -0.1604], [0.4110, -0.2298, -0.3757], [-0.0841, 0.8219, -0.1748], [-0.8323, 0.5021, 0.9591], [0.0974, 0.7084, 0.0351], [0.7173, -0.5508, 0.3845], [-0.4694, -0.2201, -0.5909], [0.3519, 0.2722, 0.8087], [0.4362, -0.6182, 0.0181], [-1.2054, 0.0498, 1.0932], [0.5863, -0.1503, -0.8616], [0.8714, 0.7503, -1.1063], [-1.2130, -1.3758, 0.5029], [0.4807, 0.3919, 0.2629], [0.7811, 0.5130, -0.0828], [-0.1103, -0.4599, 0.6716], [-0.8290, 0.0235, 0.1481], [0.0259, -1.0582, 0.3687], [0.7096, 1.0390, 0.5708], [-0.9375, -0.9440, -0.9227], [0.5892, 0.6032, 0.5298], [0.2285, 0.3245, -0.5803], [-0.0829, -0.2321, -0.0541], [0.2056, 0.2148, 0.0149], [0.1858, -0.0929, -0.0754], [0.0916, -0.2414, -0.1041], [-0.3177, -0.0385, -0.1479], [-0.2013, -0.0443, 0.1465], [0.2217, -0.4116, -0.1019], [-0.5414, 0.0735, -0.4979], [0.0974, 0.2737, -0.0230], [0.0756, -0.5393, -0.5111], [-0.1516, -0.3115, -0.1039], [0.3218, 0.2367, 0.3481], [0.1857, 0.3194, -0.2906], [-0.1185, 0.1258, -0.1705], [-0.3850, -0.1580, 0.0109], [-0.0219, -0.2836, -0.1171], [-0.1309, 0.2034, 0.0701], [0.1626, 0.2488, -0.2414], [-0.2451, -0.1406, -0.4588], [0.1922, 0.0761, -0.1495], [-0.1560, -0.2425, 0.2599], [-0.1650, -0.2632, -0.0473], [0.2057, -0.2582, 0.0684], [-0.0677, 0.5211, -0.1751], [0.0308, -0.0477, 0.0627], [-0.2054, -0.0952, -0.0113], [-0.2290, 0.0995, -0.0025], [-0.1986, -0.5333, 0.2561], [0.0120, 0.0247, 0.0070], [0.1793, 0.0118, 0.0006], [0.0373, -0.0633, -0.0242], [-0.0044, -0.0236, -0.0266], [0.0533, 0.0999, 0.0439], [0.1337, 0.2087, -0.1557], [0.0750, 0.0449, -0.3761], [-0.1319, 0.2200, 0.4040], [0.0862, -0.0325, 0.1157], [-0.2313, -0.2626, -0.1698], [-0.0196, -0.0306, 0.1896], [-0.0275, -0.4750, -0.3868], [0.0389, 0.0407, 0.0393], [0.1369, 0.1881, -0.0883], [-0.0109, 0.0046, -0.0617], [-0.0689, -0.0449, -0.0318], [0.1007, 0.0476, 0.0824], [-0.0090, 0.2731, 0.1707], [-0.1184, -0.0748, -0.2024], [0.2099, -0.1437, 0.3511], [-0.0654, -0.0127, 0.0882], [0.0585, 0.2286, -0.1021], [0.0621, 0.1258, 0.1319], [-0.2383, 0.4604, -0.3925], [-0.0151, -0.0331, 0.0219], [-0.0510, -0.2132, -0.0541], [0.0275, -0.0409, -0.0643], [0.0243, -0.0023, -0.0274], [-0.0659, -0.0589, 0.1139], [0.1738, -0.2112, 0.1935], [-0.1388, 0.0104, 0.1843], [0.0001, 0.5518, 0.0170], [0.0994, 0.0351, -0.1141], [-0.0064, -0.0497, 0.2356], [0.0229, 0.0648, 0.3166], [0.0254, -0.4887, 0.2316], [0.0135, 0.0191, -0.0640], [-0.0511, -0.0483, -0.2271], [-0.0156, -0.0556, -0.0028], [-0.0364, -0.0094, 0.0225], [0.0810, 0.0468, -0.0811], [-0.0657, 0.2477, -0.1977], [-0.1417, -0.0971, -0.3142], [0.1980, -0.1717, 0.4679], [-0.0324, 0.0980, 0.0499], [0.0755, 0.2431, -0.0876], [0.0462, 0.1377, 0.1592], [-0.1797, 0.4319, -0.3833], [-0.0149, -0.0300, 0.0223], [-0.0428, -0.2047, -0.0658], [0.0288, -0.0394, -0.0647], [0.0267, 0.0005, -0.0300], [-0.0582, -0.0703, 0.0819], [0.1106, -0.2401, 0.1449], [-0.2090, -0.0654, 0.4928], [0.0192, 0.0959, -0.5228], [0.0608, -0.2033, -0.2057], [0.1204, 0.3066, 0.1378], [0.1540, 0.0703, -0.1141], [0.2768, 0.1548, 0.4935], [-0.0130, -0.0450, -0.0260], [-0.1645, -0.1629, 0.0330], [-0.0781, 0.0116, 0.0408], [-0.0221, 0.0274, 0.0172], [0.0043, -0.1053, -0.0744], [-0.1909, -0.0752, -0.2270]], "total_energy_ev": -92820.1982, "orbital_gap_ha": 0.2679, "homo_energy_ev": -11.57, "charge": 1}

---

{"formula": "C5H10O", "method": "ωB97M-V/def2-TZVPD", "species": ["C", "C", "O", "C", "C", "C", "H", "H", "H", "H", "H", "H", "H", "H", "H", "H"], "coordinates": [[2.5623, 0.3616, -0.6652], [1.4598, -0.2936, 0.1531], [0.3228, 0.5451, 0.1936], [-1.8395, -0.4921, 0.5303], [-2.9082, 0.1804, 0.9442], [-0.8482, 0.0808, -0.4497], [3.4831, -0.2317, -0.6404], [2.7801, 1.3560, -0.2639], [2.2541, 0.4811, -1.7093], [1.2011, -1.2780, -0.2639], [1.7964, -0.4553, 1.1850], [-1.6496, -1.4946, 0.9130], [-3.6128, -0.2250, 1.6657], [-3.1120, 1.1871, 0.5838], [-0.5881, -0.6627, -1.2192], [-1.3011, 0.9409, -0.9570]], "forces_ev_per_a": [[0.0293, 0.0385, -0.0422], [0.2170, -0.1750, 0.0128], [-0.0429, 0.1094, 0.0381], [-0.1951, 0.0564, 0.0338], [0.0891, -0.0314, -0.0198], [-0.1822, -0.0210, -0.1203], [-0.1418, 0.0500, 0.0129], [-0.0200, -0.1367, -0.0327], [0.0261, -0.0376, 0.1372], [0.0225, 0.1332, 0.0570], [-0.0220, 0.0071, -0.1273], [0.0402, 0.1391, -0.0138], [0.1470, -0.0053, -0.1093], [0.0376, -0.1423, -0.0103], [-0.0582, 0.1148, 0.1068], [0.0533, -0.0991, 0.0772]], "smiles": "C=CCOCC", "relative_energy_kj_mol": 140.30, "total_energy_ev": -7393.3113, "orbital_gap_ha": 0.3956, "homo_energy_ev": -9.58}